The following is a quantum chemistry calculation of a molecular structure, C46H66CeF2N4O4P2 at a distorted geometry, from the OMol25 dataset.

Summary:
E: -99863.3956 eV
E_HOMO (spin up / spin down): -0.2451 / -0.2451 hartree
LUMO level (spin up / spin down): -1.69 / -1.66 eV
relative energy (zero: lowest compared OMol25 entry of this formula, charge and spin): 0.0 kJ/mol
2S+1: 1

The geometry in XYZ format:
```
125
C46H66CeF2N4O4P2 ωB97M-V/def2-TZVPD
Ce -0.015 -0.282 0.010
C -3.958 -0.288 2.955
C -3.084 0.972 3.116
C -3.797 2.040 3.953
P -2.360 1.454 1.508
C -2.035 3.297 1.635
C -3.172 4.277 1.472
C -1.206 3.679 2.836
C -3.676 1.416 0.264
C -5.028 1.658 0.477
C -5.998 1.329 -0.548
C -7.448 1.528 -0.288
C -5.574 0.733 -1.707
C -4.224 0.550 -1.971
C -3.268 0.917 -1.005
N -1.902 0.890 -1.311
C -1.484 0.611 -2.599
C -1.707 -0.630 -3.243
C -1.436 -0.793 -4.599
C -0.938 0.289 -5.351
C -0.577 0.160 -6.766
C -0.595 1.467 -4.699
C -0.650 1.549 -3.308
P 0.155 2.791 -2.350
C -1.185 4.034 -2.194
C -1.912 4.405 -3.500
C -0.680 5.340 -1.561
C 1.492 3.547 -3.442
C 2.255 2.449 -4.135
C 1.232 4.705 -4.414
H -3.375 -1.144 3.334
H -4.207 -0.469 1.899
H -4.912 -0.206 3.527
H -2.209 0.694 3.690
H -4.496 2.717 3.411
H -3.105 2.669 4.506
H -4.407 1.534 4.688
H -1.352 3.373 0.772
H -3.922 4.281 2.273
H -3.738 4.187 0.506
H -2.721 5.264 1.511
H -1.787 4.047 3.685
H -0.529 4.520 2.549
H -0.556 2.829 3.164
H -5.353 1.999 1.476
H -7.633 1.877 0.765
H -7.966 0.556 -0.450
H -7.826 2.356 -0.960
H -6.355 0.424 -2.419
H -3.919 0.180 -2.919
H -2.092 -1.462 -2.671
H -1.462 -1.769 -5.096
H -1.248 -0.560 -7.251
H 0.448 -0.186 -6.908
H -0.710 1.145 -7.190
H -0.231 2.303 -5.290
H -1.948 3.635 -1.494
H -2.570 3.579 -3.809
H -1.281 4.621 -4.359
H -2.548 5.283 -3.317
H 0.044 5.854 -2.214
H -0.227 5.206 -0.556
H -1.549 6.020 -1.474
H 2.186 3.931 -2.667
H 3.328 2.772 -4.180
H 2.240 1.476 -3.659
H 1.899 2.276 -5.158
H 0.461 4.461 -5.180
H 2.142 4.879 -4.976
H 1.013 5.649 -3.923
C 2.041 -6.465 4.785
C 3.106 -6.011 3.794
C 3.828 -4.746 4.130
C 4.563 -4.722 5.317
C 5.344 -3.640 5.650
C 5.316 -2.482 4.840
C 4.583 -2.421 3.646
C 4.584 -1.184 2.834
C 5.795 -0.327 3.116
C 3.784 -3.571 3.295
N 2.861 -3.421 2.268
C 2.562 -4.280 1.337
C 1.462 -4.306 0.438
C 1.450 -5.377 -0.533
C 0.284 -5.208 -1.279
C -0.317 -4.011 -0.873
N 0.371 -3.455 0.181
H 1.371 -7.215 4.352
H 1.439 -5.570 5.074
H 2.493 -6.859 5.672
H 2.704 -6.037 2.761
H 3.877 -6.781 3.712
H 4.564 -5.684 5.889
H 6.034 -3.657 6.514
H 5.999 -1.662 5.091
H 3.672 -0.633 3.002
H 4.573 -1.423 1.746
H 5.779 -0.068 4.195
H 5.756 0.646 2.566
H 6.727 -0.842 2.806
H 3.305 -5.034 1.011
H 2.171 -6.198 -0.552
H 0.017 -5.833 -2.099
H -1.313 -3.689 -1.156
O 1.050 1.809 0.978
H 1.993 1.544 0.862
H 0.875 2.508 1.618
O -1.942 -1.987 0.297
H -2.712 -1.849 0.859
H -1.410 -2.692 0.797
F -0.522 -2.320 2.616
C 0.493 -1.466 2.132
F 0.557 -0.366 3.030
H 1.430 -2.011 2.335
O 2.619 -0.067 0.193
C 2.706 -0.647 -0.981
C 4.021 -1.167 -1.540
C 3.544 -1.988 -2.733
C 1.981 -1.887 -2.746
O 1.235 -2.471 -3.478
N 1.595 -0.958 -1.668
H 4.531 -1.701 -0.727
H 4.666 -0.336 -1.816
H 3.818 -3.039 -2.686
H 3.938 -1.640 -3.744
```

Mulliken atomic charge list, values in e, 99 entries:
1. Ce 1.5990
2. C -1.2345
3. C 0.4712
4. C -1.5294
5. P 0.7033
6. C 1.9675
7. C -1.6663
8. C -2.0187
9. C -1.0827
10. C 0.1930
11. C 0.8439
12. C -1.4710
13. C -1.4728
14. C -0.6420
15. C 0.1505
16. N 0.7477
17. C -1.4762
18. C 0.3301
19. C -1.0171
20. C 0.8220
21. C -1.6532
22. C -0.1593
23. C 0.3505
24. P 0.9803
25. C 1.7877
26. C -1.4819
27. C -1.4248
28. C 0.6450
29. C -1.5270
30. C -1.6928
31. H 0.1864
32. H 0.2432
33. H 0.4179
34. H 0.6495
35. H 0.0889
36. H 0.2764
37. H 0.5565
38. H -0.8273
39. H 0.2612
40. H 0.2536
41. H 0.5489
42. H 0.4638
43. H 0.4201
44. H 0.4361
45. H 0.0831
46. H 0.3115
47. H 0.3718
48. H 0.2918
49. H 0.3594
50. H 0.6740
51. H 0.5225
52. H 0.3676
53. H 0.4362
54. H 0.2187
55. H 0.4192
56. H 0.3405
57. H -1.1781
58. H 0.2515
59. H 0.1119
60. H 0.5599
61. H 0.2532
62. H 0.1753
63. H 0.4911
64. H 0.4245
65. H 0.5075
66. H 0.0476
67. H 0.3667
68. H 0.1367
69. H 0.4934
70. H 0.3473
71. C -1.2855
72. C -0.5740
73. C 1.2848
74. C -0.5057
75. C -1.1552
76. C -0.7424
77. C 0.8005
78. C 1.3281
79. C -1.5957
80. C -0.5649
81. N -0.4327
82. C -0.2853
83. C -0.0722
84. C -0.8235
85. C -1.3374
86. C -0.1085
87. N 0.0277
88. H 0.4175
89. H 0.2966
90. H 0.3453
91. H 0.0865
92. H 0.4744
93. H 0.2589
94. H 0.3215
95. H 0.1331
96. H -0.0102
97. H -0.4510
98. H 0.3811
99. H 0.3891

The following is a quantum chemistry calculation of C3H8O2 in the gas phase at a distorted geometry, from the OMol25 dataset.

Summary:
E: -7334.8638 eV
E_HOMO: -0.3796 hartree
LUMO level: 0.88 eV
relative energy (zero: lowest compared OMol25 entry of this formula, charge and spin): 114.5 kJ/mol
2S+1: 1
SMILES string: OCCCO

The geometry in XYZ format:
```
13
C3H8O2 ωB97M-V/def2-TZVPD
O -1.420 -1.587 1.207
C -0.274 -1.366 0.374
C -0.275 0.108 -0.086
C 1.022 0.668 -0.631
O 0.937 2.095 -0.754
H -2.060 -1.032 0.772
H -0.316 -1.945 -0.547
H 0.631 -1.503 0.960
H -0.541 0.715 0.789
H -1.090 0.310 -0.792
H 1.276 0.269 -1.634
H 1.818 0.508 0.078
H 1.201 2.378 -1.632
```

Just the Mulliken charges please, in e? Sure, here they are:
1. O -0.4951
2. C -0.2850
3. C -0.6719
4. C -0.4735
5. O -0.5292
6. H 0.3002
7. H 0.2470
8. H 0.3215
9. H 0.3686
10. H 0.3297
11. H 0.3382
12. H 0.2402
13. H 0.3091

The following is a quantum chemistry calculation of a molecular structure, C33H36CoO4S3Si, from the OMol25 dataset.

Summary:
E: -121009.4271 eV
E_HOMO (spin up / spin down): -0.2838 / -0.2851 hartree
LUMO level (spin up / spin down): 0.19 / 0.19 eV
relative energy (zero: lowest compared OMol25 entry of this formula, charge and spin): 0.0 kJ/mol
2S+1: 4

The geometry in XYZ format:
```
78
C33H36CoO4S3Si ωB97M-V/def2-TZVPD
Co 0.846 0.446 -0.948
C -0.256 3.267 -2.875
C -0.019 3.671 -1.425
S 1.385 2.928 -0.573
C 2.775 3.347 -1.658
C 3.634 2.141 -2.015
S 2.812 0.774 -2.863
C 2.136 1.576 -4.331
C 0.663 1.233 -4.539
S -0.426 1.481 -3.123
H 0.538 3.626 -3.533
H -1.185 3.728 -3.204
H -0.860 3.359 -0.807
H 0.078 4.753 -1.359
H 3.395 4.066 -1.127
H 2.381 3.849 -2.542
H 4.000 1.659 -1.110
H 4.486 2.462 -2.611
H 2.700 1.229 -5.196
H 2.294 2.653 -4.250
H 0.545 0.170 -4.769
H 0.267 1.799 -5.382
C 6.730 -1.685 1.922
O 5.883 -2.827 1.851
C 4.696 -2.642 1.255
C 3.923 -3.808 1.074
C 2.717 -3.693 0.455
C 2.214 -2.455 -0.017
C 0.984 -2.447 -0.764
C 0.090 -3.654 -0.751
O 0.626 -1.481 -1.464
C 2.972 -1.261 0.233
O 2.563 -0.060 -0.040
C 4.234 -1.407 0.871
H 7.695 -2.036 2.271
H 6.342 -0.944 2.623
H 6.844 -1.222 0.941
H 4.311 -4.764 1.415
H 2.120 -4.591 0.317
H 0.598 -4.528 -1.167
H -0.791 -3.437 -1.347
H -0.201 -3.884 0.281
H 4.797 -0.498 1.064
O -0.769 0.897 -0.019
Si -2.009 0.319 0.819
C -2.752 1.675 1.885
C -2.159 2.942 1.950
C -2.719 3.965 2.716
C -3.886 3.733 3.438
C -4.486 2.476 3.398
C -3.924 1.461 2.629
C -1.473 -1.108 1.923
C -2.352 -2.081 2.429
C -1.893 -3.121 3.234
C -0.541 -3.203 3.562
C 0.345 -2.241 3.090
C -0.117 -1.208 2.276
C -3.416 -0.275 -0.276
C -4.303 0.667 -0.822
C -5.328 0.283 -1.681
C -5.497 -1.062 -2.006
C -4.636 -2.015 -1.471
C -3.609 -1.622 -0.615
H -1.229 3.117 1.409
H -2.243 4.939 2.755
H -4.326 4.526 4.032
H -5.391 2.289 3.968
H -4.413 0.484 2.601
H -3.414 -2.032 2.185
H -2.588 -3.866 3.607
H -0.182 -4.015 4.186
H 1.399 -2.300 3.346
H 0.588 -0.461 1.910
H -4.190 1.722 -0.565
H -6.002 1.029 -2.091
H -6.300 -1.365 -2.672
H -4.767 -3.064 -1.716
H -2.950 -2.380 -0.199
```

Just the Mulliken charges please, in e? Sure, here they are:
1. Co 0.2138
2. C -1.0518
3. C -0.4249
4. S -0.0033
5. C -0.8765
6. C -0.6410
7. S 0.0711
8. C -0.7969
9. C -0.8600
10. S 0.0793
11. H 0.4941
12. H 0.5690
13. H -0.0161
14. H 0.6313
15. H 0.5104
16. H 0.4006
17. H 0.2510
18. H 0.5788
19. H 0.4949
20. H 0.3712
21. H 0.4234
22. H 0.4697
23. C -0.8129
24. O -0.4613
25. C 1.0243
26. C -1.1407
27. C -0.9056
28. C 0.6752
29. C 1.1137
30. C -1.8014
31. O -0.6314
32. C 0.1870
33. O -0.4922
34. C -0.6734
35. H 0.2527
36. H 0.3119
37. H 0.3425
38. H 0.4424
39. H 0.3334
40. H 0.5324
41. H 0.3002
42. H 0.3434
43. H 0.3900
44. O 1.3478
45. Si -1.7705
46. C 0.2900
47. C -0.0768
48. C -0.6552
49. C -0.4273
50. C -0.7555
51. C -0.1536
52. C 0.7067
53. C -0.0988
54. C -0.6976
55. C -0.6062
56. C -0.4970
57. C -0.5476
58. C 0.5051
59. C -0.2397
60. C -0.6849
61. C -0.4674
62. C -0.8115
63. C -0.0213
64. H 0.2210
65. H 0.4031
66. H 0.3615
67. H 0.3908
68. H 0.2522
69. H 0.3495
70. H 0.3996
71. H 0.3921
72. H 0.3996
73. H 0.2798
74. H 0.3640
75. H 0.3947
76. H 0.3716
77. H 0.4051
78. H 0.4581

The following is a quantum chemistry calculation of C3H3NO2 in the gas phase at a distorted geometry, from the OMol25 dataset.

Summary:
E: -8740.5734 eV
E_HOMO (spin up / spin down): -0.3397 / -0.3279 hartree
LUMO level (spin up / spin down): -1.67 / -0.43 eV
relative energy (zero: lowest compared OMol25 entry of this formula, charge and spin): 439.8 kJ/mol
2S+1: 1

The geometry in XYZ format:
```
9
C3H3NO2 ωB97M-V/def2-TZVPD
O 0.056 -1.560 0.628
C 0.101 -0.304 0.146
C 0.515 0.795 0.949
O 0.334 1.950 0.554
C -0.528 0.110 -1.084
N -0.477 1.224 -1.646
H 0.273 -2.174 -0.089
H -1.337 -0.593 -1.335
H 1.063 0.552 1.876
```

Just the Mulliken charges please, in e? Sure, here they are:
1. O -0.4760
2. C 0.3223
3. C 0.0057
4. O -0.4973
5. C 0.0514
6. N -0.4182
7. H 0.3598
8. H 0.3201
9. H 0.3324